1.
C5H20O5 | ωB97M-V with the def2-TZVPD basis set

Cartesian coordinates (Å):
H -2.3534 -4.5303 -2.1117
H -0.3662 -1.3732 0.2623
H 6.9442 0.6429 3.1949
H -0.8773 -5.4729 -2.0920
H -3.0227 -1.0127 -3.9741
O -1.8213 -5.1256 -0.2348
H -2.7321 -4.9645 0.0222
C 1.0440 -0.0969 0.8587
H 0.9812 -0.4434 1.8902
H 2.0344 -0.2803 0.4420
O -3.5588 0.4209 -2.5919
H -3.6381 5.7611 1.2730
O -1.9685 6.7971 2.0920
C 7.5334 0.0954 2.4593
O 0.2336 -0.7362 -0.1328
H 8.2536 0.7866 2.0215
H -2.4524 -6.2976 -1.7589
H -1.9910 4.8391 1.4073
H -4.6837 -0.8852 -3.8666
C -2.6930 5.5822 1.7856
H -1.5642 7.1502 1.2961
H 0.8870 0.9816 0.8704
C -1.8667 -5.3856 -1.6431
H -2.6392 0.2400 -2.3841
C -3.7923 -0.2620 -3.7941
H 6.0449 -1.0042 2.0069
H -2.9422 5.1191 2.7403
H -3.7829 0.5078 -4.5657
O 6.6445 -0.4132 1.5455
H 8.1451 -0.6403 2.9815

Cartesian forces (eV/Å) of the 2 atoms listed first:
H -0.1 -0.2 -0.4
H 0.0 0.1 0.1

Calculated values
- orbital gap (eV) = 10.82
- relative energy (zero: lowest compared OMol25 entry of this formula, charge and spin) (kJ/mol) = 272.6
- LUMO energy (eV) = 0.45

2.
C5H21BaO6 | ωB97M-V with the def2-TZVPD basis set

Cartesian coordinates (Å):
H 3.0650 -2.5153 -0.8439
O -1.4833 -2.0620 -0.1350
H 0.0666 0.4714 3.4488
H 1.8230 0.6154 3.2435
H 2.1761 -2.7316 1.0064
H -1.7018 2.1171 -4.2871
H 3.7735 -2.2082 1.4165
H 2.4342 -1.0209 1.4596
O -2.0892 1.2753 -0.8421
H 0.8942 1.9063 4.0431
O -0.2536 1.1968 -3.1296
C -1.3766 1.1089 -4.0263
H -0.4424 -3.6258 0.7642
H 0.6422 -0.3019 0.6032
H -1.7216 2.4386 0.8671
H -1.1573 3.1655 -0.6332
H -2.1239 -3.3606 1.3276
C 2.8512 -1.8757 0.9383
H -1.1116 0.5681 -4.9310
C 0.8797 1.1752 3.2396
C -1.9408 2.5289 -0.1978
O 0.7106 1.8656 2.0197
C -1.2116 -2.8777 0.9890
H -0.8149 -2.2916 1.8291
O 0.3231 0.0673 -0.2236
H -0.8391 -1.3194 -0.1253
H -2.8778 3.0726 -0.3206
H -0.6633 1.2385 -2.2396
Ba 2.1196 0.4299 -2.0066
O 3.0672 -1.6221 -0.4795
H -2.2094 0.6139 -3.5288
H -1.4048 0.6766 -0.4911
H 0.5969 1.2809 1.2454

Cartesian forces (eV/Å) of the 2 atoms listed first:
H 0.2 0.2 -0.3
O 0.4 0.3 0.1

Calculated values
- orbital gap (eV) = 7.93
- net charge = +1
- relative energy (zero: lowest compared OMol25 entry of this formula, charge and spin) (kJ/mol) = 0.0
- LUMO energy (eV) = -4.34

Repeat the first record exactly.
C5H20O5 | ωB97M-V with the def2-TZVPD basis set

Cartesian coordinates (Å):
H -2.3534 -4.5303 -2.1117
H -0.3662 -1.3732 0.2623
H 6.9442 0.6429 3.1949
H -0.8773 -5.4729 -2.0920
H -3.0227 -1.0127 -3.9741
O -1.8213 -5.1256 -0.2348
H -2.7321 -4.9645 0.0222
C 1.0440 -0.0969 0.8587
H 0.9812 -0.4434 1.8902
H 2.0344 -0.2803 0.4420
O -3.5588 0.4209 -2.5919
H -3.6381 5.7611 1.2730
O -1.9685 6.7971 2.0920
C 7.5334 0.0954 2.4593
O 0.2336 -0.7362 -0.1328
H 8.2536 0.7866 2.0215
H -2.4524 -6.2976 -1.7589
H -1.9910 4.8391 1.4073
H -4.6837 -0.8852 -3.8666
C -2.6930 5.5822 1.7856
H -1.5642 7.1502 1.2961
H 0.8870 0.9816 0.8704
C -1.8667 -5.3856 -1.6431
H -2.6392 0.2400 -2.3841
C -3.7923 -0.2620 -3.7941
H 6.0449 -1.0042 2.0069
H -2.9422 5.1191 2.7403
H -3.7829 0.5078 -4.5657
O 6.6445 -0.4132 1.5455
H 8.1451 -0.6403 2.9815

Cartesian forces (eV/Å) of the 2 atoms listed first:
H -0.1 -0.2 -0.4
H 0.0 0.1 0.1

Calculated values
- orbital gap (eV) = 10.82
- relative energy (zero: lowest compared OMol25 entry of this formula, charge and spin) (kJ/mol) = 272.6
- LUMO energy (eV) = 0.45